ORCA calculation (ωB97M-V with the def2-TZVPD basis set) on Br2S3 in the gas phase in a non-equilibrium geometry.

Summary:
HOMO level: -9.18 eV
SMILES: BrSSSBr
M: 256.01 g/mol
Orbital gap: 0.2623 Ha
Electronic energy: -172590.050 eV
LUMO: -2.04 eV

Each atom is followed by the atoms it is bonded to, with distances in Å.
Element x y z (Å)
1 S 0.00066 0.56643 0.72952  S2 2.574, S3 1.928
2 S -1.57774 -0.81297 -0.76430  S1 2.574, Br4 2.150
3 S 1.64999 0.75063 -0.25118  S1 1.928, Br5 2.242
4 Br -3.41344 -0.47294 0.30257  S2 2.150
5 Br 3.06024 -0.92848 0.21699  S3 2.242

Let us look at the natural (NBO) charges, expressed in e, one per atom:
1 S 0.07
2 S -0.07
3 S 0.12
4 Br -0.03
5 Br -0.10